Record 1
Computed, not measured: the ion C8H11N6S with charge +1, with wB97M-V/def2-TZVPD.

For the strongest force on any atom, the calculation gives 5.76 eV/Å. The value obtained for the energy above the lowest of the compared OMol25 structures with the same formula, charge and spin is 49.88 kcal per mole. Its total energy is -1037.8357 a.u. The frontier orbital gap (alpha / beta) is 7.79 / 7.79 eV. As for the SMILES: C[N+](C)=CN/C(=C/C(N)=N/C#N)N=C=S.

Geometry as ORCA input:
```
! wB97M-V def2-TZVPD RIJCOSX def2/J DEFGRID3
* xyz 1 1
C 2.250 2.385 0.396
N 1.501 1.023 0.195
C 2.210 -0.132 0.139
C 0.187 1.000 0.173
N -0.526 -0.079 0.158
C -1.938 -0.079 -0.160
C -2.634 -1.190 -0.202
C -4.092 -1.363 -0.216
N -4.515 -2.473 -0.754
N -4.745 -0.370 0.192
C -5.951 -0.235 0.551
N -7.109 -0.104 0.670
N -2.424 1.209 -0.435
C -2.704 2.368 -0.305
S -3.150 3.882 -0.169
H 2.094 2.875 -0.545
H 1.740 3.023 1.239
H 3.290 2.290 0.735
H 1.793 -0.982 -0.462
H 3.300 0.014 -0.081
H 2.208 -0.703 1.103
H -0.321 1.997 0.255
H -0.012 -0.945 0.035
H -2.109 -2.071 0.080
H -3.895 -3.212 -1.068
H -5.495 -2.872 -0.700
*
```


Record 2
Computed, not measured: a cluster of 11 separate species, C10H40N9O13 in total, with wB97M-V/def2-TZVPD.

For the strongest force on any atom, the calculation gives 6.91 eV/Å. As for the expectation value of S²: 0.77. Its total energy is -1875.6788 a.u. The frontier orbital gap (alpha / beta) is 8.90 / 2.80 eV.

Geometry as ORCA input:
```
! wB97M-V def2-TZVPD RIJCOSX def2/J DEFGRID3
* xyz 0 2
N -0.032 -0.297 0.136
O 0.822 -1.210 0.244
O 0.331 0.853 0.324
O -1.246 -0.545 -0.114
C -4.424 1.568 0.052
O -5.873 1.399 -0.029
H -3.901 0.615 -0.030
H -4.200 2.154 -0.839
H -4.147 2.134 0.941
H -6.142 0.941 0.771
C -1.043 -1.907 3.340
O -2.299 -2.172 4.010
H -1.090 -2.088 2.266
H -0.673 -0.893 3.492
H -0.293 -2.636 3.650
H -2.147 -1.890 4.915
C 4.388 -1.106 1.844
O 3.214 -0.439 2.213
H 5.113 -0.586 2.470
H 4.501 -2.135 2.184
H 4.692 -1.088 0.798
H 2.466 -0.699 1.670
C -3.654 -0.994 -2.365
O -2.726 -1.946 -1.916
H -4.617 -0.897 -1.863
H -3.248 0.009 -2.234
H -3.875 -1.080 -3.429
H -2.132 -1.447 -1.351
C 2.425 0.193 -2.609
O 2.980 -0.054 -1.369
H 1.758 1.055 -2.610
H 3.321 0.513 -3.142
H 1.978 -0.615 -3.188
H 2.296 0.057 -0.705
C 2.044 -3.956 -2.437
O 2.665 -3.339 -3.571
H 2.740 -4.748 -2.162
H 1.949 -3.228 -1.631
H 1.125 -4.445 -2.758
H 3.513 -3.031 -3.241
C -1.445 2.255 -3.442
O -1.272 1.834 -4.545
N -1.028 1.589 -2.398
N -2.165 3.232 -3.087
H -1.425 2.000 -1.565
H -0.360 0.835 -2.476
H -2.297 3.536 -2.133
H -2.230 3.937 -3.807
C 0.273 -4.761 0.929
O 0.088 -5.968 1.249
N -0.693 -4.190 0.282
N 1.338 -4.000 1.101
H -0.639 -3.215 0.025
H -1.574 -4.682 0.240
H 1.357 -3.015 0.880
H 2.120 -4.499 1.501
C -1.766 3.896 0.905
O -1.969 3.865 -0.264
N -1.037 3.025 1.536
N -2.442 4.611 1.737
H -0.573 2.298 1.010
H -1.178 2.875 2.525
H -2.326 4.513 2.735
H -3.182 5.172 1.341
C 3.387 3.205 1.364
O 3.170 4.054 0.462
N 4.385 3.265 2.186
N 2.571 2.261 1.632
H 4.512 2.496 2.829
H 5.073 3.997 2.289
H 3.000 1.525 2.174
H 1.769 2.035 1.060
*
```